Below is an isolated molecule of C6H11NS2 in a non-equilibrium geometry, with properties calculated with ωB97M-V/def2-TZVPD.

As for the HOMO energy: -0.305 Eh. As for the HOMO-LUMO gap: 8.3 eV. Its SMILES is S=C(S)N1CCCCC1. Its total charge is 0.

Last column: Löwdin charge in e.
Atoms and positions in Å:
S 2.918580 1.795385 -0.306962  0.578
S 3.346299 -1.249695 0.166958  0.762
N 0.898117 0.182926 0.095716  -0.268
C -1.821282 -0.184003 -0.167826  -0.234
C 0.376676 -1.029212 0.050760  -0.310
C 0.113192 1.308333 -0.005411  -0.249
C -1.350410 1.085130 0.696760  -0.103
C 2.337961 0.189146 -0.163664  -1.006
C -0.844841 -1.030687 -0.846639  -0.212
H -1.882591 2.024157 0.589919  0.074
H -2.551231 -0.879140 0.362862  0.125
H -1.351522 -1.908616 -1.044278  0.098
H -0.567464 -0.695988 -1.782154  0.099
H 2.616594 -1.694983 1.195772  -0.114
H -2.508539 0.365157 -0.868659  0.118
H -1.383203 1.137107 1.946244  0.161
H -0.093334 -1.293507 1.160280  0.184
H 0.486307 2.107584 0.477551  0.021
H 1.005251 -1.847757 -0.341042  0.091
H 0.255441 1.618668 -1.216188  0.186

Forces on the atoms, in the same order (eV/Å):
0.5 -2.3 -0.6
-0.2 0.8 -0.5
7.9 0.1 -0.4
-5.2 2.6 1.5
-4.7 -6.4 2.0
-2.9 0.6 -2.7
2.2 -1.0 0.4
-2.5 4.2 2.0
0.9 1.0 1.5
-0.5 -0.2 -1.0
0.9 1.1 -0.1
-0.4 -2.4 0.0
0.7 1.2 -2.1
-0.1 -0.1 0.0
0.5 -0.9 0.1
0.9 -1.2 -3.2
1.3 -0.1 -2.2
1.9 2.6 1.5
0.1 0.7 0.8
-1.5 -0.3 2.9